1.
29
Properties=species:S:1:pos:R:3:forces:R:3 method="wB97M-V/def2-TZVPD" total_charge=+2 homo_lumo_gap_ev=6.0 energy_ev=-35689.30480 molar_mass_da=353.0 max_force_ha_per_bohr=0.0628
N 0.98347 -2.81598 0.31517 -0.026 0.723 -0.154
P -0.16460 -1.97782 -0.21536 -0.026 -1.033 1.212
O -0.78436 -2.38938 -1.59718 0.024 0.430 0.092
O -1.48555 -2.14384 0.74966 0.820 0.843 -0.189
C 0.24144 -0.14221 -0.43935 0.072 -1.433 -2.894
C -0.68850 0.65354 -1.26784 -0.304 0.909 0.641
C -1.80823 1.50554 -0.61044 -0.407 0.287 -0.330
O -2.97941 0.70704 -0.36860 0.595 -0.601 0.265
C -3.51366 0.81092 0.85941 0.008 0.904 -0.245
O -3.73163 -0.14196 1.54312 -0.327 -0.761 0.248
C 1.65457 0.12367 -0.62538 0.147 1.165 1.099
C 2.49528 0.16362 0.72978 0.139 -0.488 -0.586
C 3.52764 1.30190 0.73148 0.285 -0.037 0.127
O 4.55558 1.16937 1.31399 -0.468 0.211 -0.050
O 3.13814 2.40120 0.03120 -0.728 -0.288 0.445
H 1.88457 -2.40409 0.49754 0.173 -0.364 0.078
H -1.72210 -2.61183 -1.65484 -0.059 -0.055 -0.132
H -1.14257 -2.08929 1.65987 0.032 -0.208 -0.001
H -0.12349 1.36809 -1.86801 0.114 -0.085 0.051
H -1.19784 -0.04343 -1.94245 0.022 -0.040 0.061
H -1.47876 2.00383 0.30133 0.058 -0.029 -0.028
H -2.06406 2.26053 -1.35116 -0.025 0.049 0.062
H -3.77106 1.82933 1.17456 0.144 0.065 0.060
H 1.78617 1.08741 -1.11158 0.014 -0.052 -0.101
H 2.08076 -0.65738 -1.27272 -0.094 -0.163 0.131
H 1.84421 0.26461 1.59888 0.086 0.197 0.020
H 3.05627 -0.75984 0.84378 0.022 0.035 0.120
H 3.23648 3.20076 0.56842 0.632 0.111 -0.193
In -3.82874 -2.67433 1.40671 -0.926 -0.292 0.189

2.
13
Properties=species:S:1:pos:R:3:forces:R:3 method="wB97M-V/def2-TZVPD" multiplicity=5 homo_lumo_gap_ev="8.3 / 7.3" energy_ev=-42723.74537 molar_mass_da=141.9 max_force_ha_per_bohr=0.0288 e_above_lowest_ev=0.0000
O -0.85211 1.11796 -3.02672 -0.473 -1.185 0.757
C -1.58417 0.39272 -2.34574 0.172 1.374 -0.256
H -0.49026 1.04155 0.09744 0.106 0.153 0.980
H -2.66688 0.72037 -2.35976 0.151 -0.387 -0.108
C -0.34245 0.79512 1.18226 0.409 -0.285 -0.326
C 0.62109 -0.06473 1.54484 -0.370 0.363 0.244
C 1.45191 -0.84236 0.54742 0.472 0.328 0.076
O 0.64985 -1.76241 -0.13804 -0.532 -0.098 -0.332
Fe -0.79308 -0.94378 -0.93625 0.352 -0.199 -0.295
H 0.78987 -0.27245 2.60849 -0.136 0.128 -0.355
H -0.96232 1.29970 1.92625 0.084 -0.140 -0.429
H 2.27916 -1.35008 1.07597 -0.296 0.085 -0.274
H 1.89939 -0.13163 -0.17616 0.060 -0.137 0.320

3.
14
Properties=species:S:1:pos:R:3:forces:R:3 method="wB97M-V/def2-TZVPD" total_charge=+1 homo_lumo_gap_ev=9.1 energy_ev=-18069.26112 molar_mass_da=115.2 max_force_ha_per_bohr=0.0778 e_above_lowest_ev=1.1311
C 1.91402 0.44157 -0.82268 -1.443 0.836 1.463
C 2.28633 -0.78333 -0.63472 -0.904 -2.171 0.175
C -0.01472 -0.47506 -0.06310 -0.765 2.057 2.099
C -1.55824 -0.54335 0.48897 1.295 1.375 -0.939
N 0.66929 0.70217 -0.32344 -1.454 -3.046 -0.549
N -2.11907 0.76309 0.87141 3.595 -1.749 0.153
S 1.03303 -1.82704 -0.08532 -0.491 1.454 -0.304
H 2.49852 1.15469 -1.24953 1.392 2.186 -0.931
H 3.17757 -1.11392 -0.98240 2.543 -1.392 -0.707
H -1.99517 -0.97142 -0.45100 -0.474 0.263 1.293
H -1.58050 -1.19518 1.37108 0.184 -0.429 -0.669
H -2.96307 1.01982 0.45903 -1.249 0.772 -0.177
H 0.31891 1.64128 -0.27835 -0.864 0.131 0.048
H -1.66690 1.18669 1.70004 -1.364 -0.286 -0.954

4.
11
Properties=species:S:1:pos:R:3:forces:R:3 method="wB97M-V/def2-TZVPD" homo_lumo_gap_ev=8.6 energy_ev=-11551.06334 molar_mass_da=73.2 max_force_ha_per_bohr=0.0716 e_above_lowest_ev=3.4359
C 1.46609 1.19408 -0.09328 1.127 -2.373 1.244
Si 1.93818 -0.50330 0.10693 -1.401 1.936 2.598
H 1.76458 1.85769 -0.81662 0.079 1.264 -2.345
H 1.62156 1.71188 0.85628 -0.364 -0.429 0.218
H 1.86034 -1.86088 -0.38246 0.116 -0.206 -1.155
H 1.62387 -0.69616 1.58314 0.432 -0.215 -0.577
C -2.26187 -0.57681 -0.49290 -3.061 -0.681 1.928
N -1.94066 -0.02487 0.58973 1.557 0.176 0.250
H -3.22431 -1.16427 -0.36459 1.107 0.388 -1.057
H -1.81259 -0.38217 -1.42094 0.768 -0.214 -1.400
H -1.03519 0.44481 0.43472 -0.361 0.354 0.296

5.
76
Properties=species:S:1:pos:R:3:forces:R:3 method="wB97M-V/def2-TZVPD" homo_lumo_gap_ev=2.5 energy_ev=-74771.51805 molar_mass_da=672.5 max_force_ha_per_bohr=0.0737 e_above_lowest_ev=4.4927
C -5.79581 -0.45361 4.53362 -0.213 -0.050 -0.160
C -4.53234 -0.02147 3.89228 0.791 0.790 -0.528
C -3.68426 0.99358 4.27985 -0.326 -0.570 -0.367
C -2.53834 1.14817 3.41659 -1.014 -0.697 0.008
C -2.52236 0.21541 2.39381 -0.614 0.686 0.034
B -1.23844 -0.18634 1.42727 -2.936 2.396 0.136
C -1.47665 0.79816 0.11550 1.289 -1.436 0.950
C -1.30462 2.16661 0.27069 -0.156 0.796 -0.619
C -1.63214 3.04298 -0.76350 0.345 -0.251 0.398
C -2.09744 2.51056 -1.95969 -0.327 0.513 -0.737
C -2.44943 3.45468 -3.08760 -0.305 0.051 0.205
F -3.19861 2.85961 -4.06207 0.606 0.534 0.587
F -3.15577 4.52894 -2.62674 0.569 -0.638 -0.599
F -1.32614 3.95590 -3.70990 -0.720 -0.232 0.257
C -2.22775 1.14466 -2.13947 0.068 -0.494 -0.003
C -1.88944 0.27757 -1.09766 -0.308 0.536 -0.667
O -0.20143 0.16016 2.37746 1.700 -0.771 0.042
C 0.45780 -1.05911 2.67275 -0.135 -0.131 -0.327
C 1.69532 -1.03378 1.79850 0.189 -0.147 -0.271
C 0.87727 -1.15507 4.13168 -0.210 -0.113 0.204
C -0.57836 -2.20014 2.19565 0.583 0.411 -0.082
C 0.04756 -3.48579 1.66437 0.083 -0.079 0.255
C -1.50617 -2.55886 3.33615 -0.094 -0.134 0.458
O -1.27888 -1.58014 1.12425 1.145 -0.768 -0.136
S -3.98690 -0.71662 2.37895 0.213 0.605 1.012
H -5.92993 0.10111 5.46274 -0.145 -0.081 0.004
H -6.63057 -0.23579 3.85340 -0.050 -0.186 0.340
H -5.77134 -1.52829 4.75189 -0.192 0.192 0.010
H -3.88734 1.59181 5.17036 0.134 -0.142 -0.217
H -1.79681 1.92619 3.60071 0.073 -0.520 -0.142
H -0.92156 2.55197 1.20965 -0.099 -0.015 -0.011
H -1.51313 4.11670 -0.65437 -0.050 -0.096 0.011
H -2.54356 0.75556 -3.10493 -0.112 0.077 0.182
H -1.92471 -0.79770 -1.26074 -0.178 0.099 0.202
H 2.21885 -2.00034 1.75311 -0.050 0.180 -0.091
H 1.37383 -0.70799 0.80077 -0.048 -0.259 0.460
H 2.39391 -0.25362 2.11915 -0.099 -0.088 0.199
H 1.39309 -2.11411 4.28289 -0.089 0.146 0.119
H 1.58568 -0.35288 4.36584 -0.144 -0.066 -0.036
H 0.02671 -1.09122 4.82984 0.349 0.014 -0.362
H 0.80048 -3.86786 2.36591 -0.092 -0.032 -0.146
H -0.74504 -4.23435 1.57115 0.134 0.016 -0.034
H 0.49949 -3.36512 0.67504 0.029 0.135 0.104
H -0.93970 -3.13306 4.07985 -0.193 0.046 -0.003
H -1.93901 -1.66974 3.80691 0.185 -0.277 -0.002
H -2.32834 -3.17460 2.96403 0.076 0.043 0.013
F -1.22610 0.71563 -6.78996 0.832 -0.982 0.187
C -0.34529 -0.30055 -6.53076 -0.536 0.324 -1.404
F -0.81328 -1.41989 -7.14704 0.411 0.887 0.519
F 0.83899 0.03663 -7.14576 -1.131 -0.384 0.687
C -0.14672 -0.48314 -5.05536 0.161 -0.014 0.143
C -0.05909 -1.75083 -4.47682 0.163 -0.084 -0.135
C 0.35509 -1.85562 -3.16216 0.429 -0.114 0.780
C 0.85560 -0.69638 -2.49306 -1.173 0.633 0.052
C 1.63571 -0.82110 -1.31420 1.557 -1.451 -1.800
C 2.90366 -0.16743 -1.15535 0.653 0.394 0.454
C 3.30626 1.00416 -1.86813 -0.246 0.227 -0.033
C 4.46011 1.69492 -1.52428 -0.182 -0.084 -0.009
C 5.22315 1.25783 -0.43757 -0.248 -0.226 0.039
C 6.41637 2.04839 0.01416 1.357 1.002 0.478
F 6.95333 1.56467 1.17566 -0.563 0.454 -1.147
F 7.41083 2.01794 -0.93067 -0.959 0.024 0.824
F 6.11455 3.36812 0.23252 0.196 -1.372 -0.298
C 4.93619 0.05364 0.20074 0.053 -0.122 -0.386
C 3.86543 -0.70264 -0.23390 -0.765 -0.035 0.212
C 0.56367 0.57094 -3.03597 0.078 0.196 -0.121
C 0.01983 0.66966 -4.29934 0.191 0.262 -0.043
H -0.27853 -2.63330 -5.07758 -0.003 0.228 0.269
H 0.40508 -2.82971 -2.65009 0.029 0.525 -0.376
H 1.47805 -1.74465 -0.76175 0.081 0.148 0.105
H 2.69731 1.40410 -2.68933 0.458 -0.316 0.499
H 4.75524 2.58440 -2.08364 -0.128 -0.257 0.225
H 5.54962 -0.29624 1.02418 0.016 -0.009 -0.258
H 3.75122 -1.71526 0.16730 -0.296 0.576 -0.006
H 0.75219 1.46729 -2.44166 -0.305 -0.291 -0.180
H -0.25611 1.63574 -4.71614 0.205 -0.129 0.071

6.
15
Properties=species:S:1:pos:R:3:forces:R:3 method="wB97M-V/def2-TZVPD" total_charge=+1 homo_lumo_gap_ev="6.4 / 5.7" energy_ev=-12332.48191 molar_mass_da=119.1 max_force_ha_per_bohr=0.0718 e_above_lowest_ev=7.0937
C -0.58108 -0.74653 0.69010 -0.358 -0.652 2.431
C 0.95893 1.05137 0.17982 0.475 -0.951 -1.704
C 0.48944 -0.39970 -0.27120 0.708 0.129 1.202
N -1.75074 -0.91833 0.16625 -1.683 0.438 1.380
N -0.02371 -1.67488 3.52467 1.837 2.603 -1.158
O -0.62122 -2.57879 3.31492 -1.433 -2.044 0.165
O 0.77472 -0.93951 3.84294 -0.561 -0.355 0.248
O -0.09591 -0.43474 -1.51662 2.017 -1.856 -1.734
H 1.63346 1.46965 -0.58395 -0.819 -0.051 -0.434
H 0.07639 1.67474 0.34267 0.348 0.116 0.134
H 1.67862 1.06657 0.97010 -0.260 -0.366 1.267
H 1.29533 -1.15470 -0.27977 -0.166 0.487 0.296
H -1.84170 -0.93245 -0.84741 -0.186 -0.055 -0.066
H -2.65136 -0.88246 0.73386 1.875 -0.497 -0.986
H -0.56853 0.34159 -1.52986 -1.795 3.054 -1.041

7.
15
Properties=species:S:1:pos:R:3:forces:R:3 method="wB97M-V/def2-TZVPD" total_charge=+2 homo_lumo_gap_ev="9.6 / 9.0" energy_ev=-7706.22523 molar_mass_da=87.1 max_force_ha_per_bohr=0.0732 e_above_lowest_ev=3.0603
C -1.27248 -0.05028 0.00311 3.006 -2.256 -0.187
C 0.90467 -1.38227 -0.16095 -2.832 0.702 -0.157
C 0.84577 1.09481 -0.18326 0.156 0.651 -0.664
N -0.58348 1.04122 0.05593 -0.210 0.822 0.243
N -2.48605 -0.42116 0.05072 -0.976 0.350 -0.061
N 1.52946 -0.17169 0.29607 0.334 0.217 0.520
H 0.74092 -2.19016 0.53428 0.213 0.045 0.232
H 0.93849 -1.58660 -1.21910 0.156 0.089 -0.166
H 1.05107 1.19998 -1.25752 0.063 -0.181 0.255
H 1.27132 1.95683 0.34391 -0.018 -0.280 -0.041
H -1.01483 1.96724 0.15625 -0.017 -0.208 0.136
H -2.74881 -1.40359 0.08343 0.165 0.065 -0.010
H -3.26986 0.24078 0.02801 0.140 -0.111 0.014
H 1.58858 -0.17537 1.32828 0.017 0.060 -0.250
H 2.50521 -0.11975 -0.05916 -0.198 0.036 0.137

8.
66
Properties=species:S:1:pos:R:3:forces:R:3 method="wB97M-V/def2-TZVPD" total_charge=-1 homo_lumo_gap_ev="3.5 / 6.4" energy_ev=-56063.26171 molar_mass_da=624.2 max_force_ha_per_bohr=0.1186
C 0.04592 -0.47329 -3.44375 -0.025 -0.065 -0.050
C -0.45698 -1.43389 -2.32735 -0.036 0.011 -0.153
C -0.13518 0.94891 -2.85455 0.121 0.035 -0.113
C -1.20708 0.79951 -1.78465 -0.274 -0.330 0.060
H -0.39888 1.65841 -3.62995 -0.054 0.090 -0.103
H 0.80172 1.27591 -2.40705 0.123 0.003 0.089
C -0.85788 -0.56049 -1.13715 0.085 0.004 -0.056
H 0.31862 -2.14879 -2.06205 0.081 -0.036 0.040
H -1.31708 -1.99799 -2.68195 -0.115 -0.059 -0.117
C 0.27332 -0.46529 -0.12625 -0.026 -0.205 0.817
H -1.72808 -0.97209 -0.62545 -0.001 -0.029 0.086
H -2.15828 0.63911 -2.30815 -0.016 0.073 -0.056
C -1.38458 1.92711 -0.83595 -0.094 0.081 -0.221
C 1.52432 -0.63419 -3.73585 0.333 -0.257 0.327
C -0.83048 -0.63109 -4.69365 -0.228 0.324 -0.107
O -1.63758 0.19451 -5.03875 0.388 -0.435 0.122
O 2.33372 -1.17589 -3.01755 -0.390 0.325 -0.571
O 1.84442 -0.00939 -4.88665 0.221 -0.058 -0.008
O -0.77388 -1.78739 -5.39925 0.062 -0.029 0.012
C 0.21222 -2.79999 -5.17665 -0.137 0.205 0.027
H 0.32202 -3.05609 -4.12745 -0.006 0.029 0.116
H 1.17352 -2.49789 -5.58705 0.074 0.053 -0.026
H -0.14308 -3.67149 -5.71655 -0.031 -0.040 -0.032
C 3.24202 0.00681 -5.22585 -0.258 -0.017 0.132
H 3.81202 0.52921 -4.46205 0.009 0.016 0.063
H 3.30502 0.52991 -6.17265 -0.006 0.037 -0.061
H 3.62442 -1.00619 -5.32255 0.005 -0.079 0.015
O -0.18048 -0.04819 1.11985 -1.576 1.397 -5.722
H 1.06112 0.20021 -0.49805 0.175 0.033 -0.101
H 0.73142 -1.45869 -0.04105 0.097 -0.157 -0.052
C -2.76578 2.29361 -0.44795 -0.078 0.129 0.107
C -0.25828 2.81051 -0.45935 0.230 -0.009 0.012
H 0.16482 3.33551 -1.32515 0.009 0.112 -0.087
H 0.56712 2.25841 -0.00335 0.027 -0.061 0.071
H -0.56888 3.55601 0.26605 -0.057 0.108 0.092
H -2.80288 2.66291 0.57495 -0.045 0.058 -0.053
H -3.45068 1.44971 -0.53045 -0.036 -0.091 0.025
H -3.16798 3.08981 -1.09115 -0.057 0.081 -0.075
Sn 0.18322 -0.25389 2.91025 -0.604 1.576 2.300
C -1.42158 -1.08059 4.55935 -0.854 -0.792 0.622
C -2.06208 -1.10639 3.29545 -0.924 -0.455 0.433
C -1.41168 -2.05759 2.50145 -0.614 -0.970 0.103
H -2.86808 -0.46459 2.98775 -0.070 -0.110 -0.043
C -0.33558 -2.58159 3.23775 -0.731 -1.419 0.592
C -0.36918 -1.99569 4.53105 -0.765 -1.373 0.548
H 0.31642 -2.19389 5.33585 0.150 0.071 0.020
H -1.67258 -0.42649 5.37465 0.064 -0.041 0.074
H -1.63178 -2.27519 1.47135 0.005 0.007 -0.107
H 0.36592 -3.32149 2.89135 0.112 -0.005 -0.045
C 2.15102 1.08861 3.47695 1.219 0.345 0.245
C 2.10072 -0.02589 4.34025 1.442 0.038 0.472
C 2.30672 -1.18059 3.56075 2.017 -0.142 0.351
H 1.92392 0.00771 5.40165 -0.086 -0.019 0.067
C 2.43852 -0.78459 2.21725 1.363 -0.148 0.023
C 2.36192 0.62351 2.17445 0.967 0.221 -0.100
H 2.38862 1.23161 1.28725 -0.050 0.066 -0.119
H 1.98992 2.11081 3.76305 0.053 0.042 0.016
H 2.34822 -2.19129 3.92385 -0.159 -0.107 0.021
H 2.57372 -1.43989 1.37355 -0.007 -0.062 -0.068
F -0.07948 2.70041 2.86755 -0.279 0.497 0.372
C -0.62568 1.73541 3.69755 -1.108 0.084 -0.261
F -0.14058 1.93001 4.97995 -0.246 0.393 -0.209
C -2.13438 2.05561 3.75075 0.333 0.599 0.480
F -2.29488 3.40531 4.01245 -0.572 -1.035 -0.315
F -2.72908 1.77401 2.55435 0.299 0.498 1.339
F -2.80568 1.37901 4.74435 0.549 0.994 -1.258